[1]
Computed, not measured: 7 unconnected molecules or ions with the total composition C21H40O21, with the ωB97M-V functional and the def2-TZVPD basis.

Element x y z (Å)
C  1.0877  -0.4736  -0.5777
C  -0.4391  -0.3511  -0.6386
O  -0.8723  -1.3183  -1.5795
C  0.1879  -1.8485  -2.2089
O  0.1413  -2.6399  -3.0945
O  1.3276  -1.3605  -1.6670
H  1.4009  -0.8104  0.4110
H  1.5252  0.5096  -0.7160
H  -0.7012  0.6235  -1.0573
H  -0.9177  -0.4786  0.3297
C  4.0976  1.2307  -0.7791
O  4.0829  2.4334  0.0182
C  4.5491  3.5484  -0.5512
O  4.8317  3.6550  -1.7210
O  4.5640  4.4911  0.3739
C  5.2218  5.7385  0.1079
H  3.6861  1.4705  -1.7584
H  3.5513  0.4682  -0.2448
H  5.1636  1.0254  -0.8908
H  4.5919  6.2674  -0.6101
H  6.1786  5.5387  -0.3738
H  5.3145  6.2561  1.0537
C  -2.3384  -3.2169  1.3083
O  -3.6477  -3.5679  0.8761
C  -4.5986  -3.4144  1.7998
O  -4.4676  -2.8215  2.8412
O  -5.6553  -4.1202  1.4396
C  -6.9281  -3.8795  2.0315
H  -1.6765  -3.2897  0.4430
H  -1.8933  -4.0628  1.8420
H  -2.2676  -2.2628  1.8142
H  -7.3161  -2.9120  1.7177
H  -6.8287  -3.8556  3.1166
H  -7.5841  -4.6910  1.7391
C  1.9049  -2.2214  3.4161
O  1.1784  -2.6430  2.2680
C  1.7330  -3.5060  1.4071
O  2.8450  -3.9216  1.4269
O  0.7797  -3.7646  0.5104
C  1.1941  -4.5392  -0.6005
H  2.3542  -3.0530  3.9547
H  1.1378  -1.7662  4.0401
H  2.6456  -1.4558  3.1896
H  1.7879  -3.9652  -1.3152
H  0.2802  -4.8176  -1.1243
H  1.7593  -5.4492  -0.3995
C  0.6200  2.9540  0.6710
O  0.9469  1.8888  1.5674
C  1.1077  2.1757  2.8444
O  0.7624  3.1989  3.3718
O  1.8634  1.2302  3.3921
C  2.2136  1.2915  4.7772
H  -0.4532  3.1127  0.6110
H  0.9746  2.6492  -0.3141
H  1.1897  3.8428  0.9304
H  1.7043  0.4208  5.1919
H  1.8283  2.1980  5.2414
H  3.2868  1.2240  4.9268
C  2.6148  0.6276  -4.3803
O  2.1597  1.7190  -3.5843
C  2.2178  2.9364  -4.1411
O  2.6577  3.1756  -5.2259
O  1.7376  3.7916  -3.2788
C  1.8182  5.1666  -3.6534
H  2.0721  -0.2901  -4.1497
H  3.6687  0.4850  -4.1477
H  2.3856  0.7865  -5.4333
H  1.4382  5.7644  -2.8297
H  1.2696  5.3534  -4.5720
H  2.8637  5.4529  -3.7693
C  -6.9904  -2.2906  -0.9616
O  -7.1189  -1.0622  -0.2820
C  -6.0647  -0.2792  -0.0513
O  -6.1413  0.8305  0.3852
O  -4.9450  -0.8993  -0.3860
C  -3.7150  -0.2152  -0.2105
H  -7.9185  -2.7448  -1.2986
H  -6.5317  -3.0550  -0.3377
H  -6.3139  -2.1961  -1.8118
H  -2.9082  -0.8118  -0.6268
H  -3.5382  0.1120  0.8101
H  -3.7338  0.6777  -0.8428

- Calculated total energy: -65422.4476 eV
- LUMO level: 0.39 eV
- SMILES string: COC(=O)OC.COC(=O)OC.COC(=O)OC.COC(=O)OC.COC(=O)OC.COC(=O)OC.O=C1OCCO1
- Frontier orbital gap: 11.1823 eV
- HOMO level: -10.8 eV


[2]
Computed, not measured: 3 unconnected molecules or ions with the total composition C21H41N2O5S, with the ωB97M-V functional and the def2-TZVPD basis.

Element x y z (Å)
C  -2.0737  0.2170  -4.4098
C  -2.8424  -0.9036  -3.7864
N  -3.9561  -1.1997  -4.3162
C  -2.3636  -1.6712  -2.5544
C  -1.6269  -0.8424  -1.4782
C  -0.0985  -1.0917  -1.5644
C  0.7266  0.0750  -2.1204
N  2.0198  -0.4933  -2.5633
O  -2.0970  0.4921  -1.4452
C  -3.3823  0.3262  -0.9124
O  -4.3279  1.0103  -1.1706
O  -3.3841  -0.7585  -0.1072
C  -1.9835  -1.1864  -0.0224
S  -1.8873  -2.9459  0.3729
C  -1.4075  -0.2230  1.1035
O  -2.2138  0.2558  1.9196
O  -0.1843  -0.0238  1.1147
H  -1.0466  -0.0525  -4.6585
H  -2.0127  1.0669  -3.7323
H  -2.5933  0.5689  -5.2942
H  -4.4027  -1.9538  -3.7963
H  -1.7694  -2.5092  -2.9114
H  -3.2320  -2.1203  -2.0722
H  0.3178  -1.3179  -0.5870
H  0.1239  -1.9644  -2.1813
H  0.2185  0.6039  -2.9267
H  0.9663  0.7165  -1.2758
H  1.8306  -1.1897  -3.2769
H  2.5862  0.2124  -3.0198
H  -2.6229  -2.9903  1.4996
C  -2.3110  3.3635  0.6675
C  -2.3979  4.8042  1.1608
C  -1.8992  4.9716  2.5946
C  -2.6933  4.1943  3.6449
C  -4.1855  4.5133  3.6955
C  -4.4860  5.9651  4.0601
H  -2.9421  2.6844  1.2400
H  -2.6389  3.3110  -0.3732
H  -1.2847  2.9952  0.7179
H  -3.4273  5.1658  1.0675
H  -1.7916  5.4399  0.5069
H  -1.8985  6.0385  2.8478
H  -0.8540  4.6522  2.6466
H  -2.2530  4.3941  4.6287
H  -2.5662  3.1221  3.4731
H  -4.6517  3.8628  4.4407
H  -4.6579  4.2705  2.7404
H  -4.0533  6.2201  5.0308
H  -5.5642  6.1297  4.1202
H  -4.0892  6.6578  3.3160
C  6.9239  -2.8259  1.6888
C  6.0028  -4.0270  1.4983
C  5.9432  -4.5223  0.0544
C  5.3877  -3.5137  -0.9532
C  3.9832  -2.9948  -0.6476
C  2.9190  -4.0874  -0.6518
H  6.5783  -1.9601  1.1226
H  6.9599  -2.5360  2.7403
H  7.9421  -3.0612  1.3697
H  5.0005  -3.7811  1.8574
H  6.3620  -4.8454  2.1293
H  5.3454  -5.4379  0.0211
H  6.9513  -4.8123  -0.2630
H  5.3868  -3.9824  -1.9435
H  6.0706  -2.6617  -1.0274
H  3.7161  -2.2502  -1.3999
H  3.9688  -2.4748  0.3137
H  2.8880  -4.5966  -1.6190
H  1.9336  -3.6571  -0.4669
H  3.1009  -4.8353  0.1229

- Calculated total energy: -46497.0821 eV
- LUMO level: 2.64 eV
- Net charge: -1
- Frontier orbital gap: 7.8150 eV
- HOMO level: -5.2 eV


[3]
Computed, not measured: 6 unconnected molecules or ions with the total composition C21H41O7P, with the ωB97M-V functional and the def2-TZVPD basis.

Element x y z (Å)
C  3.0936  -1.3624  0.1028
P  2.0865  -2.3924  -1.0440
C  1.9722  -4.0177  -0.1414
C  0.3845  -1.6694  -1.1302
C  -0.7795  -2.6389  -1.2717
C  -1.2589  -2.8129  0.1697
C  -0.7758  -1.5371  0.8289
O  -1.1326  -1.1178  1.8618
O  0.0977  -0.8859  0.0793
H  2.7685  -1.4852  1.1277
H  4.0885  -1.7702  0.0454
H  3.1098  -0.3191  -0.1648
H  2.8452  -4.1117  0.4811
H  1.1283  -4.0791  0.5276
H  1.9540  -4.7859  -0.8935
H  0.3253  -0.9741  -1.9486
H  -1.5314  -2.2347  -1.9268
H  -0.4003  -3.5680  -1.6675
H  -2.3263  -2.8091  0.3191
H  -0.9022  -3.7253  0.6121
C  -2.0387  1.6277  0.2460
C  -3.2867  2.4778  0.2400
O  -3.5674  3.1900  -0.6983
C  -4.1576  2.3864  1.4660
H  -1.4964  1.7746  -0.6864
H  -1.3929  1.9092  1.0788
H  -2.3070  0.5778  0.3380
H  -3.5919  2.6973  2.3447
H  -4.5075  1.3649  1.6028
H  -5.0187  3.0417  1.3514
C  1.6999  1.0659  -5.3539
C  1.3013  -0.3763  -5.2036
O  1.0964  -0.8682  -4.1153
C  1.1787  -1.1864  -6.4689
H  1.7561  1.5284  -4.3702
H  2.6767  1.1242  -5.8288
H  0.9651  1.6046  -5.9558
H  2.1369  -1.2027  -6.9902
H  0.4189  -0.7504  -7.1197
H  0.8913  -2.2060  -6.2209
C  5.6788  -0.9020  -3.4371
C  5.4420  0.2174  -4.4203
O  4.6234  0.1155  -5.3056
C  6.2674  1.4694  -4.2486
H  5.0203  -1.7358  -3.6705
H  6.7157  -1.2374  -3.4961
H  5.4673  -0.5587  -2.4231
H  7.3283  1.2328  -4.3410
H  6.0799  1.9082  -3.2675
H  5.9972  2.1906  -5.0168
C  -3.5833  -1.2137  3.8097
C  -4.9884  -0.7269  4.0741
O  -5.4284  0.2673  3.5422
C  -5.8246  -1.5383  5.0359
H  -3.0888  -0.5515  3.1073
H  -3.0154  -1.2270  4.7416
H  -3.6086  -2.2190  3.3868
H  -5.3442  -1.5672  6.0151
H  -5.9417  -2.5565  4.6616
H  -6.8071  -1.0824  5.1365
C  -0.5979  5.0261  5.4659
C  -0.9229  3.5580  5.6117
O  -1.0654  3.0464  6.6973
C  -1.0614  2.7601  4.3369
H  -0.5264  5.4802  6.4515
H  0.3547  5.1487  4.9480
H  -1.3834  5.5285  4.8990
H  -0.1271  2.7870  3.7736
H  -1.8686  3.1702  3.7285
H  -1.2952  1.7261  4.5811

- Calculated total energy: -46062.9527 eV
- LUMO level: 0.53 eV
- SMILES string: CP(C)[C@H]1CCC(=O)O1.CC(C)=O.CC(C)=O.CC(C)=O.CC(C)=O.CC(C)=O
- Frontier orbital gap: 8.7616 eV
- HOMO level: -8.2 eV


[4]
Computed, not measured: a molecular structure, C21H42As3KO2, with the ωB97M-V functional and the def2-TZVPD basis.

Element x y z (Å)
K  -18.6138  1.7463  -5.1967
C  -20.6685  -0.8340  -4.3208
C  -21.0254  0.3233  -3.5730
C  -22.1032  0.9581  -4.2399
C  -22.3494  0.2212  -5.4497
C  -21.4528  -0.8639  -5.4977
C  -21.5312  -2.0063  -6.4625
C  -23.4030  0.4407  -6.4768
C  -22.8786  2.1562  -3.7713
C  -20.3924  0.7114  -2.2515
C  -19.8289  -1.9544  -3.7877
H  -21.4275  -2.9479  -5.7995
H  -20.6002  -1.9723  -7.1050
H  -22.4195  -1.9637  -7.0738
H  -23.9466  1.3820  -6.3852
H  -24.1292  -0.3612  -6.4534
H  -22.9550  0.5152  -7.4752
H  -23.9151  1.8448  -3.4409
H  -23.0685  2.8698  -4.5888
H  -22.4730  2.6734  -2.8850
H  -20.9338  0.1985  -1.4275
H  -20.5572  1.7960  -2.1088
H  -19.3241  0.5664  -2.1863
H  -20.4412  -2.7933  -3.4516
H  -19.1000  -1.5718  -3.0338
H  -19.2311  -2.3919  -4.6712
C  -16.6770  -0.9377  -7.8311
As  -15.7612  0.8342  -7.7654
C  -15.5042  1.0308  -9.6986
C  -13.9938  0.1597  -7.1362
C  -12.9239  1.1176  -6.6466
C  -11.9648  0.3785  -5.7049
C  -13.5046  2.3919  -5.9233
As  -15.0069  2.2085  -4.5496
C  -15.2170  0.2375  -4.1492
C  -13.9071  2.7589  -2.9849
C  -12.1177  1.7036  -7.8818
As  -11.0453  0.3927  -8.9988
C  -10.7778  1.1719  -10.8788
C  -9.2368  1.0858  -8.3998
H  -16.4928  -1.3026  -8.8547
H  -17.7502  -0.8694  -7.6213
H  -16.1468  -1.5713  -7.0981
H  -14.4718  0.9429  -10.1044
H  -15.8925  2.0621  -9.8938
H  -16.2391  0.3624  -10.2781
H  -13.6074  -0.4495  -7.9501
H  -14.3009  -0.5458  -6.3271
H  -12.4463  -0.0790  -4.8790
H  -11.2540  1.1459  -5.3566
H  -11.3682  -0.3649  -6.2567
H  -14.0044  3.1055  -6.5827
H  -12.7784  3.0443  -5.3547
H  -14.3194  -0.3837  -4.1901
H  -15.9571  -0.2083  -4.8369
H  -15.6020  0.2521  -3.1169
H  -14.3758  2.5253  -2.0672
H  -13.7304  3.8251  -3.0236
H  -12.9123  2.2298  -3.0867
H  -11.4346  2.5152  -7.6091
H  -12.7483  2.1384  -8.6767
H  -10.4910  2.1885  -10.7836
H  -11.7273  1.1713  -11.3828
H  -10.0331  0.6432  -11.4352
H  -8.9777  0.7003  -7.3985
H  -9.2405  2.2189  -8.3823
H  -8.4505  0.8108  -9.0941
O  -18.7993  4.9227  -4.1766
O  -19.7018  5.5870  -4.7163

- Calculated total energy: -225386.3860 eV
- LUMO level (alpha / beta): -2.19 / -2.23 eV
- Frontier orbital gap (alpha / beta): 3.0232 / 2.9813 eV
- HOMO level (alpha / beta): -5.2 / -5.2 eV


[5]
Computed, not measured: a molecular structure, C21H42BCl4CuF4NO5S2, with the ωB97M-V functional and the def2-TZVPD basis.

Element x y z (Å)
Cu  16.3646  1.1778  11.0520
C  17.0586  -0.4598  13.2397
C  15.5990  -0.3675  13.6285
C  15.5866  0.8946  14.5406
C  14.2230  1.4674  14.8560
C  13.4230  1.7624  13.5603
C  13.4635  0.6030  12.5372
N  14.7690  -0.1131  12.4569
O  14.9088  -1.0335  11.3795
C  13.1770  1.2995  11.2013
C  12.3251  -0.3647  12.9306
C  15.1990  -1.5578  14.4693
H  17.7070  -0.7650  14.0644
H  17.5727  0.4161  12.8215
H  17.1200  -1.2121  12.4454
H  16.2237  1.7028  14.1734
H  16.0250  0.6129  15.5050
H  14.2281  2.3867  15.4593
H  13.7377  0.9156  15.6725
H  13.8083  2.6572  13.0718
H  12.4648  1.9288  14.0582
H  14.0801  1.7818  10.8222
H  12.2837  1.9214  11.2223
H  12.9676  0.4833  10.5023
H  12.5925  -0.7388  13.9219
H  12.2112  -1.2385  12.2905
H  11.3681  0.1431  13.0701
H  14.2258  -1.4119  14.9376
H  15.9424  -1.8429  15.2175
H  15.1110  -2.4617  13.8585
B  16.8570  3.7192  10.3231
F  16.7824  4.9720  9.6655
F  16.0324  3.6587  11.4442
F  16.2651  2.8564  9.3588
F  18.1512  3.2644  10.5380
C  20.8191  1.4314  7.2147
C  20.3084  0.0243  6.8234
C  19.9625  -0.7307  8.1477
S  19.5406  0.5748  9.4153
O  20.5381  0.5123  10.4569
O  18.1262  0.5823  9.6814
C  19.9402  2.0128  8.3009
H  20.8425  2.1150  6.3633
H  21.8756  1.3862  7.4960
H  20.8821  -0.5447  6.0989
H  19.3354  0.2564  6.3769
H  20.9268  -1.1580  8.4175
H  19.1414  -1.4295  8.0270
H  20.2357  2.8977  8.8561
H  18.9704  2.2410  7.8511
C  15.5957  3.7865  5.0228
C  16.4467  4.4192  6.1398
C  15.8636  5.8000  6.2682
S  15.6630  6.3991  4.5113
O  16.8620  7.0922  4.0426
O  14.3292  6.9065  4.2114
C  15.8355  4.6843  3.8331
H  14.5264  3.8609  5.2479
H  15.7386  2.7273  4.8101
H  17.5120  4.3735  5.9048
H  16.3541  3.8663  7.0767
H  16.2507  6.5796  6.9189
H  14.8196  5.6598  6.5601
H  16.9054  4.5788  3.6363
H  15.3175  4.5644  2.8853
Cl  18.0586  8.0750  12.5293
C  18.5572  7.5814  10.9071
C  19.7236  6.5779  10.9228
Cl  21.0668  7.2585  11.8997
H  18.9879  8.4539  10.4103
H  17.7141  7.2861  10.2861
H  20.1196  6.4682  9.9183
H  19.4326  5.6697  11.4434
Cl  14.8213  6.9410  11.4683
C  13.7118  5.8629  10.4854
C  12.4429  5.6934  11.3890
Cl  11.1689  4.7515  10.5705
H  14.2300  4.9064  10.4499
H  13.5807  6.1725  9.4531
H  12.0734  6.7112  11.4672
H  12.7695  5.1901  12.2910

- Calculated total energy: -162136.7815 eV
- LUMO level: 1.92 eV
- Net charge: -1
- Frontier orbital gap: 4.9276 eV
- HOMO level: -3.0 eV


[6]
Computed, not measured: 9 unconnected molecules or ions with the total composition C21H42Cl10O11, with the ωB97M-V functional and the def2-TZVPD basis.

Element x y z (Å)
C  -5.7958  16.6089  6.2056
Cl  -4.9540  17.9600  6.9062
Cl  -6.8860  15.7810  7.3752
H  -6.4281  16.9544  5.3877
H  -5.0381  15.9113  5.8485
C  -8.9594  16.4717  0.8818
Cl  -9.8581  16.5009  -0.6204
Cl  -7.2560  16.2930  0.4487
H  -9.0638  17.3762  1.4811
H  -9.2236  15.5634  1.4235
C  -6.0067  13.4794  2.9101
Cl  -7.4877  14.3128  3.3226
Cl  -4.4999  14.0663  3.7303
H  -6.0621  12.4994  3.3840
H  -5.8850  13.4113  1.8291
C  -6.4393  12.5052  -1.4543
Cl  -7.1590  11.0609  -2.2006
Cl  -6.5037  13.8634  -2.6029
H  -7.0190  12.7528  -0.5650
H  -5.3987  12.2514  -1.2524
C  -2.0285  11.7860  5.4804
Cl  -0.2472  11.8394  5.4389
Cl  -2.6361  12.1603  7.0900
H  -2.4137  12.4896  4.7424
H  -2.4632  10.8213  5.2186
C  -8.2148  19.8512  3.8449
C  -6.7597  20.1028  3.8052
O  -6.0797  18.8691  3.7266
C  -4.8128  18.8196  3.3087
O  -4.1734  19.7628  2.8703
O  -4.3523  17.5337  3.3930
C  -2.9406  17.2857  3.1658
H  -8.5433  18.9606  4.3806
H  -8.6488  19.7973  2.8465
H  -8.6066  20.7891  4.2384
H  -6.3276  20.5477  4.7016
H  -6.5011  20.7650  2.9789
H  -2.7631  16.2350  2.9364
H  -2.3642  17.7274  3.9786
H  -2.6373  17.8815  2.3049
C  -12.2251  12.9992  4.3760
C  -11.0352  13.3477  3.5018
O  -11.4431  13.3165  2.1851
C  -10.5384  13.1927  1.1880
O  -9.2987  13.0332  1.3138
O  -11.2048  13.1700  0.0491
C  -10.5331  13.0236  -1.2064
H  -12.9996  13.7474  4.2073
H  -11.9655  13.1312  5.4264
H  -12.6310  11.9946  4.2568
H  -10.3303  12.5922  3.8487
H  -10.7238  14.3648  3.7400
H  -11.1789  12.5730  -1.9601
H  -9.7218  12.2975  -1.1561
H  -10.1581  13.9806  -1.5692
C  -6.6931  11.9934  8.1061
C  -7.4587  11.8968  6.7690
O  -7.7416  10.5126  6.4932
C  -6.9325  9.7889  5.7699
O  -5.8873  10.1738  5.2628
O  -7.3984  8.5079  5.7192
C  -6.7776  7.5022  5.0080
H  -6.6290  13.0580  8.3313
H  -5.6787  11.6669  7.8771
H  -7.1562  11.5081  8.9653
H  -6.8497  12.4658  6.0665
H  -8.3894  12.4622  6.8182
H  -7.2483  7.3340  4.0394
H  -6.8736  6.5938  5.6028
H  -5.7149  7.7276  4.9189
O  -5.2817  10.7822  1.0231
C  -5.6722  9.6976  1.3335
O  -6.8182  9.3734  1.8660
C  -7.8010  10.3688  2.0535
C  -9.2204  9.8366  2.2767
C  -4.8230  8.4934  1.1508
H  -7.8793  11.1036  1.2522
H  -7.4356  10.9444  2.9039
H  -9.8084  10.3753  3.0198
H  -9.1007  8.7841  2.5336
H  -9.7892  9.7596  1.3501
H  -3.8952  8.8723  0.7223
H  -5.1978  7.7454  0.4521
H  -4.6231  8.0939  2.1450

- Calculated total energy: -170204.3871 eV
- LUMO level (alpha / beta): 2.03 / 1.98 eV
- Spin multiplicity: 2
- Net charge: -1
- ⟨S²⟩: 0.75
- Frontier orbital gap (alpha / beta): 1.5565 / 10.1748 eV
- HOMO level (alpha / beta): 0.5 / -8.2 eV